Entry 1:
{"formula": "C5H9NO", "method": "ωB97M-V/def2-TZVPD", "gap_ev": 11.57, "smiles": "CC[C@@H](O)CC#N", "e_homo_ha": -0.4000, "energy_ha": -325.8989, "de_lowest_kj_mol": 101.4, "total_charge": 0, "species": ["C", "C", "C", "O", "C", "C", "N", "H", "H", "H", "H", "H", "H", "H", "H", "H"], "positions_angstrom": [[-0.77194, -0.81728, -1.77823], [-0.34349, -0.78506, -0.31637], [0.47529, 0.46584, 0.05286], [0.05989, 1.61854, -0.65616], [0.29146, 0.86567, 1.52168], [0.83256, -0.10800, 2.47203], [1.27362, -0.86096, 3.23073], [0.07869, -0.90189, -2.46586], [-1.43644, -1.66514, -1.95406], [-1.33137, 0.08502, -2.05157], [0.24487, -1.67834, -0.06765], [-1.23956, -0.83149, 0.31470], [1.54500, 0.26816, -0.12810], [0.31949, 1.51389, -1.57937], [-0.77801, 1.00073, 1.71787], [0.77993, 1.83031, 1.68749]], "forces_ev_per_angstrom": [[0.0, 0.0, -0.2], [0.0, 0.0, 0.2], [0.1, -0.3, 0.2], [0.1, 0.1, -0.2], [0.0, 0.0, 0.0], [0.4, -0.6, 0.6], [-0.4, 0.7, -0.7], [-0.1, 0.0, 0.1], [0.1, 0.0, -0.1], [0.1, -0.2, 0.1], [-0.1, 0.2, 0.0], [0.1, 0.1, -0.1], [-0.2, 0.1, 0.0], [-0.1, 0.1, 0.1], [0.1, 0.0, 0.0], [0.0, -0.1, 0.0]]}

Entry 2:
{"formula": "C5H9NO", "method": "ωB97M-V/def2-TZVPD", "gap_ev": 10.22, "smiles": "C[C@H]1N[C@H]1CC=O", "e_homo_ha": -0.3383, "energy_ha": -325.8281, "de_lowest_kj_mol": 287.4, "total_charge": 0, "species": ["C", "C", "N", "C", "C", "C", "O", "H", "H", "H", "H", "H", "H", "H", "H", "H"], "positions_angstrom": [[1.49520, -0.50747, 0.54366], [0.87275, 0.51305, -0.39716], [0.85100, -0.01045, -1.75459], [-0.43200, 0.27003, -1.04726], [-1.30622, -0.50931, -0.09272], [-1.37324, 0.21298, 1.27191], [-0.88141, 1.27004, 1.58546], [1.37004, -1.52752, 0.15822], [2.56964, -0.30522, 0.53538], [1.14723, -0.46870, 1.58156], [1.00404, 1.55263, -0.13246], [0.98982, 0.79830, -2.36368], [-0.96668, 1.08506, -1.54090], [-0.99085, -1.53514, 0.12442], [-2.35153, -0.53007, -0.40959], [-1.98105, -0.34378, 2.01466]], "forces_ev_per_angstrom": [[0.0, 0.1, 0.0], [0.3, 0.3, 0.3], [-0.1, -0.1, -0.2], [-0.1, 0.5, 0.7], [-0.2, -0.1, -0.1], [-0.1, 0.1, 0.0], [-0.3, -0.6, -0.4], [-0.1, 0.3, 0.0], [0.0, -0.1, 0.2], [0.0, 0.1, -0.2], [0.8, 0.1, -0.4], [-0.2, -0.5, -0.3], [0.2, 0.1, 0.7], [-0.1, 0.1, -0.2], [-0.1, -0.3, -0.1], [0.0, 0.0, 0.0]]}

Entry 3:
{"formula": "C5H9NO", "method": "ωB97M-V/def2-TZVPD", "gap_ev": 8.62, "e_homo_ha": -0.2973, "energy_ha": -325.7324, "de_lowest_kj_mol": 538.6, "total_charge": 0, "species": ["C", "C", "C", "C", "C", "O", "N", "H", "H", "H", "H", "H", "H", "H", "H", "H"], "positions_angstrom": [[1.00648, 1.03422, -0.92730], [-1.41913, -1.31647, -0.73135], [0.07765, 0.82560, 0.25157], [-0.36228, -0.91361, 0.21662], [0.41846, -1.32283, 1.11154], [0.99974, 0.45624, 1.56221], [-0.85796, 1.67659, 0.46549], [1.90062, 0.81351, 1.47878], [-1.31334, 1.53166, 1.36271], [0.94326, -1.89972, 1.83993], [0.41901, 1.07640, -1.84451], [1.74298, 0.23609, -1.01269], [1.51549, 1.99349, -0.81103], [-1.02921, -1.30346, -1.75284], [-2.22418, -0.57816, -0.68507], [-1.81760, -2.30954, -0.52406]], "forces_ev_per_angstrom": [[0.0, -0.1, 0.1], [-0.1, 0.0, -0.1], [0.1, 0.0, 0.2], [0.1, 0.0, 0.1], [0.0, 0.6, -0.1], [-0.2, -0.2, -0.3], [0.2, -0.2, 0.0], [-0.1, -0.1, 0.0], [0.0, 0.0, 0.0], [0.0, 0.0, 0.0], [0.0, 0.0, 0.0], [0.0, 0.0, 0.0], [0.0, 0.0, 0.0], [0.0, 0.0, 0.1], [0.1, 0.0, 0.0], [0.0, 0.1, 0.0]]}

Entry 4:
{"formula": "C5H9NO", "method": "ωB97M-V/def2-TZVPD", "gap_ev": 10.56, "smiles": "C[C@@H]1C(=O)N[C@@H]1C", "e_homo_ha": -0.3547, "energy_ha": -325.9032, "de_lowest_kj_mol": 90.2, "total_charge": 0, "species": ["C", "C", "N", "C", "O", "C", "C", "H", "H", "H", "H", "H", "H", "H", "H", "H"], "positions_angstrom": [[-1.81917, 0.61067, 0.03729], [-0.61461, 0.05942, 0.78277], [-0.46636, -1.40065, 0.68274], [0.81181, -1.36996, 0.20303], [1.55200, -2.21333, -0.24090], [0.89335, 0.15447, 0.31680], [1.47213, 0.71772, -0.98048], [-1.76132, 0.47208, -1.04546], [-1.97329, 1.67306, 0.25285], [-2.71269, 0.07911, 0.39685], [-0.70379, 0.36263, 1.83366], [-1.17024, -2.11329, 0.54760], [1.51572, 0.48345, 1.15543], [2.36406, 0.11019, -1.19225], [1.79747, 1.75757, -0.89925], [0.81493, 0.61687, -1.85070]], "forces_ev_per_angstrom": [[0.1, 0.0, -0.1], [-0.1, 0.2, 0.1], [-0.1, -0.2, -0.1], [0.2, -0.3, -0.1], [-0.3, 0.2, 0.2], [0.2, 0.0, 0.0], [-0.1, 0.1, -0.1], [0.1, 0.0, 0.1], [0.1, -0.1, -0.1], [0.2, 0.1, -0.1], [0.0, 0.0, -0.1], [0.1, 0.0, 0.1], [0.0, -0.2, -0.1], [-0.2, 0.2, 0.0], [-0.2, -0.1, 0.0], [0.0, 0.0, 0.2]]}

Entry 5:
{"formula": "C5H9NO", "method": "ωB97M-V/def2-TZVPD", "gap_ev": 10.47, "smiles": "O[C@H]1C[C@]2(CN2)C1", "e_homo_ha": -0.3500, "energy_ha": -325.8425, "de_lowest_kj_mol": 249.7, "total_charge": 0, "species": ["O", "C", "C", "C", "C", "N", "C", "H", "H", "H", "H", "H", "H", "H", "H", "H"], "positions_angstrom": [[-0.11326, 1.52439, 2.26041], [-0.09821, 1.14935, 0.91044], [1.12183, 0.38114, 0.33890], [0.12400, -0.44882, -0.45887], [0.04747, -0.62949, -1.92003], [0.37296, -1.75340, -1.03273], [-1.02063, -0.00633, 0.44836], [0.04372, 0.73022, 2.78813], [-0.29400, 2.06076, 0.33800], [1.60162, -0.22300, 1.11861], [1.88934, 0.94031, -0.20586], [0.86274, -0.29942, -2.56085], [-0.93823, -0.59385, -2.38220], [-0.43972, -2.35274, -0.90840], [-1.98715, 0.24183, -0.00450], [-1.17248, -0.72095, 1.27061]], "forces_ev_per_angstrom": [[0.1, -0.2, 0.2], [0.0, 0.1, -0.3], [0.1, 0.0, 0.0], [0.0, 0.1, 0.0], [-0.1, 0.2, -0.2], [-0.1, -0.2, 0.1], [-0.1, -0.1, 0.0], [0.0, 0.2, 0.0], [0.0, -0.1, 0.1], [-0.1, 0.0, -0.1], [-0.2, -0.1, 0.1], [-0.1, -0.1, 0.1], [0.1, 0.0, 0.1], [0.1, 0.1, 0.0], [0.2, 0.0, 0.1], [0.0, 0.1, -0.1]]}

Entry 6:
{"formula": "C5H9NO", "method": "ωB97M-V/def2-TZVPD", "gap_ev": 9.39, "e_homo_ha": -0.3584, "energy_ha": -325.7465, "de_lowest_kj_mol": 501.6, "total_charge": 0, "species": ["C", "C", "C", "O", "C", "C", "N", "H", "H", "H", "H", "H", "H", "H", "H", "H"], "positions_angstrom": [[-1.53129, 1.03072, -1.35710], [-0.68599, -0.34960, 0.01325], [0.67477, 0.21570, 0.03521], [0.62911, 1.54582, 0.24724], [1.39924, -0.48457, 1.23913], [1.54034, -1.92914, 1.13887], [1.63179, -3.07879, 1.02573], [-1.07733, 0.78699, -2.31378], [-2.39638, 0.40431, -1.20908], [-1.96497, 2.05076, -1.37967], [-0.85130, -1.35871, -0.37248], [-1.30469, -0.08857, 0.86318], [1.21328, -0.10904, -0.86770], [-0.54492, 1.61427, -0.49391], [0.88172, -0.21511, 2.15849], [2.38662, -0.03505, 1.27260]], "forces_ev_per_angstrom": [[0.3, -1.3, 0.7], [-1.1, 1.5, -1.3], [0.7, -1.0, 0.5], [-2.1, 0.6, -1.4], [0.1, 0.6, -0.1], [0.0, -1.4, -0.3], [-0.1, 1.3, 0.1], [0.1, 0.1, 0.1], [-0.5, -0.2, -0.2], [0.5, -0.3, 0.5], [-0.1, 0.3, -0.2], [0.0, 0.0, 0.1], [0.0, 0.1, -0.1], [2.1, -0.3, 1.3], [0.0, 0.0, 0.1], [0.2, 0.0, 0.1]]}

Entry 7:
{"formula": "C5H9NO", "method": "ωB97M-V/def2-TZVPD", "gap_ev": 10.46, "smiles": "CC1(C)CNC1=O", "e_homo_ha": -0.3532, "energy_ha": -325.9071, "de_lowest_kj_mol": 79.9, "total_charge": 0, "species": ["C", "C", "C", "C", "N", "C", "O", "H", "H", "H", "H", "H", "H", "H", "H", "H"], "positions_angstrom": [[1.43793, 0.77115, -0.00056], [0.15550, -0.04645, 0.10205], [0.25365, -1.17114, 1.14202], [-1.13917, 0.82390, 0.12215], [-1.39506, 0.36470, -1.24194], [-0.35122, -0.52104, -1.27791], [-0.00482, -1.35685, -2.07637], [2.26697, 0.12847, -0.31070], [1.69428, 1.22009, 0.96523], [1.34130, 1.57720, -0.73490], [1.26300, -1.23860, 1.55930], [0.03000, -2.14599, 0.69648], [-0.43968, -1.00486, 1.97263], [-1.88704, 0.49785, 0.85638], [-0.97800, 1.90568, 0.21774], [-2.21955, 0.41936, -1.82230]], "forces_ev_per_angstrom": [[0.1, 0.0, 0.0], [0.1, 0.0, 0.1], [0.0, -0.1, 0.1], [0.0, 0.1, 0.2], [-0.1, -0.1, -0.2], [0.1, -0.2, -0.2], [-0.1, 0.3, 0.3], [-0.1, 0.1, 0.0], [-0.1, -0.1, -0.1], [0.0, -0.1, 0.1], [-0.1, 0.0, -0.1], [0.0, 0.2, 0.1], [0.1, 0.0, -0.1], [0.1, 0.0, -0.2], [0.0, -0.2, -0.1], [0.1, 0.0, 0.0]]}